Entry from the OMol25 dataset: a structure of composition C11H39N15O8Y in a non-equilibrium geometry (the ωB97M-V functional and the def2-TZVPD basis).

CARTESIAN COORDINATES (ANGSTROEM)
Y: -0.904 0.162 -0.591
C: -6.345 1.547 2.049
O: -5.236 1.423 1.564
N: -7.394 1.753 1.360
N: -6.639 1.551 3.303
H: -7.278 1.895 0.367
H: -8.304 1.782 1.798
H: -5.865 1.522 3.951
H: -7.594 1.544 3.633
C: 4.864 -1.690 2.013
O: 3.738 -1.469 1.521
N: 5.504 -2.828 2.141
N: 5.602 -0.708 2.458
H: 5.174 -3.700 1.754
H: 6.460 -2.765 2.460
H: 6.586 -0.803 2.669
H: 5.260 0.240 2.395
C: 0.261 2.748 5.146
O: 0.175 2.268 4.062
N: -0.344 2.261 6.178
N: 1.028 3.696 5.426
H: -0.789 1.361 6.067
H: -0.226 2.742 7.058
H: 1.613 4.109 4.713
H: 1.138 4.097 6.347
C: 1.493 -4.677 -3.696
O: 0.989 -3.721 -3.132
N: 2.632 -4.555 -4.398
N: 1.097 -5.907 -3.487
H: 3.035 -5.371 -4.836
H: 3.185 -3.712 -4.455
H: 1.824 -6.589 -3.650
H: 0.296 -6.038 -2.886
C: -2.824 -3.648 4.380
O: -2.291 -2.953 3.564
N: -2.204 -4.244 5.344
N: -4.121 -3.889 4.431
H: -2.568 -5.020 5.876
H: -1.246 -4.080 5.619
H: -4.346 -4.567 5.145
H: -4.728 -3.418 3.776
C: -1.256 6.692 -0.352
O: -1.142 5.447 -0.289
N: -2.401 7.283 -0.265
N: -0.308 7.483 -0.117
H: -3.094 6.668 0.136
H: -2.361 8.292 -0.230
H: -0.540 8.449 -0.298
H: 0.561 6.971 -0.059
C: -6.079 -4.265 -1.473
O: -5.048 -3.631 -1.375
N: -7.103 -4.000 -2.192
N: -6.380 -5.233 -0.633
H: -7.801 -4.727 -2.121
H: -7.127 -3.216 -2.827
H: -7.271 -5.705 -0.687
H: -5.693 -5.471 0.068
C: 3.463 3.395 -4.933
C: 3.806 1.977 -4.592
C: 5.254 1.512 -4.909
O: 5.475 0.233 -4.440
C: 6.815 0.020 -4.100
N: 3.447 1.806 -3.171
H: 3.981 4.165 -4.362
H: 2.411 3.629 -4.771
H: 3.589 3.482 -6.012
H: 3.130 1.344 -5.167
H: 5.901 2.324 -4.579
H: 5.414 1.448 -5.985
H: 7.089 -1.034 -4.052
H: 6.950 0.421 -3.096
H: 7.531 0.349 -4.853
H: 4.075 1.035 -2.992
H: 4.003 2.509 -2.706

Results
- Energy above the lowest of the compared OMol25 structures with the same formula, charge and spin: 24.561 eV
- LUMO energy: -13.22 eV
- Net charge: +3
- E_HOMO: -15.37 eV
- Kohn-Sham gap: 2.1 eV

Löwdin atomic charge list, values in e, 2 entries: 2.18, -0.83

***

Entry from the OMol25 dataset: a structure of composition C11H3Cl2IrO5S in a non-equilibrium geometry (the ωB97M-V functional and the def2-TZVPD basis).

CARTESIAN COORDINATES (ANGSTROEM)
Ir: -0.174 0.787 -1.702
Cl: -0.286 2.785 -0.425
C: 0.637 2.457 1.001
C: 0.478 3.302 2.084
C: 1.196 3.065 3.246
C: 2.081 2.002 3.315
C: 2.234 1.161 2.227
Cl: 3.312 -0.165 2.324
C: 1.502 1.356 1.039
S: 1.717 0.228 -0.271
H: -0.208 4.129 2.016
H: 1.058 3.707 4.099
H: 2.646 1.814 4.213
O: -2.379 -5.000 -2.663
C: -1.992 -3.881 -2.480
C: -2.459 -2.944 -1.373
O: -3.178 -3.259 -0.455
C: -1.798 -1.660 -1.645
C: -0.931 -1.769 -2.792
O: -0.259 -0.773 -3.178
C: -0.961 -3.133 -3.329
O: -0.327 -3.633 -4.224
O: -1.913 -0.575 -1.029

Results
- Energy above the lowest of the compared OMol25 structures with the same formula, charge and spin: 0.353 eV
- LUMO energy (spin up / spin down): -1.34 / -4.07 eV
- Expectation value of S²: 6.061
- 2S+1: 5
- E_HOMO (spin up / spin down): -8.10 / -8.78 eV
- Kohn-Sham gap (spin up / spin down): 6.8 / 4.7 eV

Löwdin atomic charge list, values in e, 2 entries: 0.88, 0.68

***

Entry from the OMol25 dataset: a structure of composition C11H5N2O5Pd in a non-equilibrium geometry (the ωB97M-V functional and the def2-TZVPD basis).

CARTESIAN COORDINATES (ANGSTROEM)
O: -0.001 0.101 -5.717
C: -0.781 0.091 -4.866
Pd: -0.714 0.088 -1.232
O: 1.762 0.159 -3.111
C: 0.955 0.068 -2.291
C: -2.717 0.028 -1.350
O: -3.711 -0.011 -0.719
C: -0.844 -1.917 -1.434
O: -1.118 -3.020 -1.593
C: -0.895 2.052 -1.603
O: -1.089 3.173 -1.759
H: -2.444 0.040 -2.447
N: 3.704 -2.256 2.838
C: 2.788 -1.556 2.612
C: 1.669 -0.677 2.384
C: 1.196 0.169 3.382
C: 0.111 0.997 3.103
C: -0.435 0.941 1.817
N: 0.043 0.154 0.865
C: 1.056 -0.675 1.121
H: 1.682 0.161 4.352
H: -0.311 1.670 3.827
H: -1.288 1.550 1.515
H: 1.383 -1.329 0.306

Results
- LUMO energy (spin up / spin down): -12.40 / -16.58 eV
- Net charge: +3
- Expectation value of S²: 6.049
- 2S+1: 5
- E_HOMO (spin up / spin down): -19.16 / -22.66 eV
- Kohn-Sham gap (spin up / spin down): 6.8 / 6.1 eV

Löwdin atomic charge list, values in e, 2 entries: 0.10, 0.06

***

Entry from the OMol25 dataset: a structure of composition C11H5N2O5Ti in a non-equilibrium geometry (the ωB97M-V functional and the def2-TZVPD basis).

CARTESIAN COORDINATES (ANGSTROEM)
O: 3.287 -1.572 -3.025
C: 2.270 -1.817 -3.471
Ti: 0.211 0.341 0.544
O: -1.433 -1.080 -1.676
C: -0.634 -0.610 -0.945
C: 0.582 2.279 3.352
O: 1.603 2.577 3.779
C: 0.124 2.001 -0.646
O: -0.068 2.865 -1.410
C: 0.470 -1.524 1.401
O: 0.433 -2.631 1.733
H: 0.675 -0.467 -0.839
N: -5.987 2.275 4.130
C: -5.072 1.888 3.509
C: -3.938 1.417 2.754
C: -2.932 0.700 3.408
C: -1.806 0.341 2.706
N: -1.661 0.679 1.399
C: -2.683 1.253 0.719
C: -3.830 1.663 1.376
H: -3.015 0.434 4.476
H: -0.991 -0.239 3.151
H: -2.565 1.377 -0.361
H: -4.629 2.179 0.830

Results
- LUMO energy (spin up / spin down): -10.81 / -11.07 eV
- Net charge: +2
- Expectation value of S²: 0.758
- 2S+1: 2
- E_HOMO (spin up / spin down): -17.65 / -17.65 eV
- Kohn-Sham gap (spin up / spin down): 6.8 / 6.6 eV

Löwdin atomic charge list, values in e, 2 entries: 0.02, 0.01

***

Entry from the OMol25 dataset: a cluster of 19 separate species, C11H60NO18 in total in a non-equilibrium geometry (the ωB97M-V functional and the def2-TZVPD basis).

CARTESIAN COORDINATES (ANGSTROEM)
C: -1.152 -3.160 3.221
C: -1.966 -2.363 2.369
C: -1.371 -1.060 1.817
C: -0.638 -1.206 0.457
N: 0.078 -0.017 -0.044
C: -0.969 0.876 -0.330
C: -0.435 2.007 -1.319
C: 0.211 0.973 -2.279
C: 0.647 -0.178 -1.382
C: 1.139 0.473 0.920
C: 2.149 -0.608 1.468
C: 3.239 0.083 2.341
H: -1.752 -3.907 3.562
H: -0.651 -2.503 4.002
H: -0.295 -3.498 2.993
H: -2.686 -1.807 2.875
H: -2.242 -3.056 1.433
H: -0.811 -0.632 2.398
H: -1.848 0.014 1.665
H: -0.950 -1.680 -0.358
H: 0.045 -1.929 0.515
H: -1.374 1.522 0.467
H: -1.998 0.511 -0.701
H: 0.313 2.718 -0.859
H: -1.360 2.761 -1.713
H: 0.782 1.474 -3.031
H: -0.478 0.755 -3.135
H: 1.739 -0.319 -1.602
H: 0.358 -1.053 -1.858
H: 0.688 0.880 1.748
H: 1.631 1.348 0.471
H: 2.699 -1.137 0.605
H: 1.717 -1.420 2.208
H: 4.071 0.741 1.837
H: 3.906 -0.879 2.797
H: 2.772 0.567 3.267
O: 0.872 -3.711 -0.367
H: 1.270 -4.024 -1.155
H: 0.071 -4.479 -0.482
O: -3.822 1.705 -2.086
H: -4.446 1.737 -2.801
H: -3.753 2.733 -1.771
O: -3.177 1.368 -4.812
H: -3.044 1.647 -3.851
H: -3.939 0.879 -5.014
O: 2.782 4.627 1.280
H: 1.953 4.113 1.490
H: 2.616 5.612 1.612
O: -3.630 4.062 -0.667
H: -3.979 3.862 0.257
H: -4.254 4.652 -1.134
O: 1.314 -2.480 -3.564
H: 0.595 -2.253 -3.109
H: 1.685 -1.781 -3.997
O: -2.960 -1.511 5.851
H: -2.189 -1.714 6.399
H: -3.111 -2.409 5.580
O: -1.872 5.940 -0.903
H: -2.610 5.292 -0.907
H: -2.105 6.438 -0.170
O: 1.310 2.184 -4.866
H: 1.520 1.318 -4.479
H: 0.760 1.826 -5.538
O: -3.555 -0.763 -0.949
H: -3.535 0.041 -1.451
H: -4.499 -0.831 -0.530
O: 2.611 -0.230 -4.588
H: 3.522 -0.283 -4.366
H: 2.397 -0.891 -5.295
O: 2.210 -4.141 1.481
H: 1.664 -4.600 2.052
H: 1.686 -3.961 0.708
O: 4.435 0.891 -0.961
H: 3.957 1.711 -0.394
H: 5.345 0.489 -0.590
O: -0.142 2.114 3.916
H: 0.439 2.477 4.642
H: -1.051 2.272 4.324
O: 1.026 -5.644 3.401
H: 0.965 -5.159 4.289
H: 0.690 -6.528 3.621
O: 4.612 -0.841 -2.880
H: 4.651 -0.136 -2.293
H: 4.609 -1.516 -2.352
O: -1.774 -2.417 -2.464
H: -2.536 -1.739 -1.878
H: -1.524 -3.121 -1.875
O: 0.116 4.038 1.884
H: 0.009 3.257 2.384
H: 0.569 4.628 2.509

Results
- Energy above the lowest of the compared OMol25 structures with the same formula, charge and spin: 6.064 eV
- LUMO energy: -2.71 eV
- Net charge: +1
- E_HOMO: -12.22 eV
- Kohn-Sham gap: 9.5 eV

Löwdin atomic charge list, values in e, 2 entries: -0.11, -0.21

***

Entry from the OMol25 dataset: the molecule C11H6BrClO3 in a non-equilibrium geometry (the ωB97M-V functional and the def2-TZVPD basis).

CARTESIAN COORDINATES (ANGSTROEM)
C: -0.902 -0.251 -3.683
C: -0.199 -0.502 -2.212
C: -0.527 -1.796 -1.489
C: 0.134 -2.048 0.027
O: 0.472 -3.271 0.485
C: 0.284 -0.655 0.940
C: 0.092 -0.639 2.585
O: -0.206 -1.945 3.257
C: 0.211 0.793 3.390
C: 0.517 2.219 2.574
Cl: 0.604 3.883 3.463
C: 0.757 2.202 0.933
Br: 1.149 3.879 -0.116
C: 0.636 0.771 0.143
C: 0.824 0.621 -1.513
O: 1.743 1.311 -2.217
H: -1.725 -1.089 -3.835
H: -0.126 -0.210 -4.567
H: -1.514 0.768 -3.596
H: -1.250 -2.612 -1.920
H: -1.050 -2.249 2.793
H: 0.079 0.822 4.556

Results
- SMILES string: CC1=CC(=O)c2c(O)cc(Cl)c(Br)c2C1=O
- LUMO energy: -2.05 eV
- E_HOMO: -9.15 eV
- Kohn-Sham gap: 7.1 eV

Löwdin atomic charge list, values in e, 2 entries: -0.08, -0.12

***

Entry from the OMol25 dataset: a structure of composition C11H6BrF6NSSbTc in a non-equilibrium geometry (the ωB97M-V functional and the def2-TZVPD basis).

CARTESIAN COORDINATES (ANGSTROEM)
Tc: -0.567 -0.237 0.156
Br: 1.198 0.943 1.477
C: 2.556 -0.341 1.134
C: 3.793 -0.227 1.756
C: 4.761 -1.179 1.472
C: 4.486 -2.215 0.580
C: 3.228 -2.313 -0.038
C: 2.931 -3.348 -0.942
C: 1.671 -3.436 -1.556
C: 0.692 -2.513 -1.258
C: 0.923 -1.449 -0.350
C: 2.219 -1.354 0.249
H: 4.001 0.583 2.443
H: 5.732 -1.112 1.943
H: 5.247 -2.953 0.363
H: 3.688 -4.091 -1.164
H: 1.472 -4.241 -2.250
H: -0.282 -2.610 -1.722
F: -1.102 -1.239 1.833
Sb: -3.158 -1.304 1.435
F: -3.016 -3.129 1.587
F: -2.131 -1.484 -0.326
F: -4.740 -1.157 0.525
F: -2.596 0.503 1.037
F: -3.514 -0.905 3.187
S: -0.982 2.511 -3.471
C: -0.739 1.576 -2.285
N: -0.537 0.824 -1.339

Results
- LUMO energy (spin up / spin down): -10.67 / -10.67 eV
- Net charge: +2
- E_HOMO (spin up / spin down): -15.73 / -15.73 eV
- Kohn-Sham gap (spin up / spin down): 5.1 / 5.1 eV

Löwdin atomic charge list, values in e, 2 entries: 1.37, 1.06

***

Entry from the OMol25 dataset: a structure of composition C11H6N2O6Zn in a non-equilibrium geometry (the ωB97M-V functional and the def2-TZVPD basis).

CARTESIAN COORDINATES (ANGSTROEM)
O: -0.008 -0.070 -4.922
C: 0.001 -0.033 -3.780
Zn: 0.039 0.060 0.436
O: 1.922 -2.648 0.020
C: 1.234 -1.740 -0.074
C: -1.302 1.691 -0.354
O: -2.089 2.530 -0.374
C: -1.606 -1.358 -0.047
O: -2.504 -2.047 0.086
C: 1.698 1.307 -0.308
O: 2.651 1.944 -0.338
N: -0.764 -2.455 6.425
C: -0.708 -2.385 5.024
O: -0.885 -3.402 4.363
C: -0.380 -1.017 4.428
C: -0.100 0.157 5.189
C: 0.208 1.379 4.555
C: 0.249 1.345 3.139
N: -0.001 0.202 2.455
C: -0.294 -0.950 3.045
H: -1.166 -3.307 6.803
H: -0.921 -1.645 7.024
H: -0.103 0.067 6.268
H: 0.421 2.325 5.095
H: 0.491 2.197 2.511
H: -0.438 -1.795 2.388

Results
- Energy above the lowest of the compared OMol25 structures with the same formula, charge and spin: 0.125 eV
- LUMO energy: -8.45 eV
- Net charge: +2
- E_HOMO: -15.94 eV
- Kohn-Sham gap: 7.5 eV

Löwdin atomic charge list, values in e, 2 entries: 0.06, 0.00